# 1
DFT (ωB97M-V/def2-TZVPD) results for a molecular structure, C37H34KN5OP.

Cartesian coordinates (Å):
H -3.61 -1.92 2.36
K -1.19 0.61 0.80
C 3.52 0.92 -1.93
C 3.57 0.95 1.14
C 1.94 -0.63 -3.61
C 3.74 0.92 -3.30
H 4.70 3.55 3.01
C 1.02 -0.64 3.31
H -0.95 4.81 2.52
H -4.87 0.88 -2.02
C -1.88 -3.62 -1.35
C -2.16 -0.96 -1.91
H 0.90 -1.21 -1.84
H -2.54 3.00 -2.30
C 1.71 -0.62 -2.24
C -2.82 -1.89 -2.69
H -3.66 3.25 -0.97
C -4.68 -0.36 -0.28
H -3.20 -3.98 -3.01
N -2.98 1.27 -1.13
H 1.19 -3.13 3.85
H 2.84 -4.56 0.18
C 4.77 0.24 1.03
C -4.23 -1.73 1.49
H 6.81 2.29 2.78
C -2.27 0.53 -2.18
H -1.26 0.94 -2.25
C 3.56 2.13 1.86
H 2.63 2.67 1.98
H -5.45 -3.47 1.78
C -5.26 -2.60 1.17
H -1.74 -4.66 -1.09
N 0.95 0.61 3.05
C 0.65 3.46 -0.13
H -6.84 -2.96 -0.24
C -2.68 -3.24 -2.41
C 2.50 0.15 -1.38
C -2.75 2.73 -1.26
C 4.72 2.62 2.45
C 2.96 0.15 -4.14
C 2.48 -2.46 0.31
H -4.89 1.72 -0.48
C -1.24 -2.63 -0.62
C 2.47 -3.76 0.80
P 2.02 0.34 0.38
C 2.00 -4.01 2.08
H -2.76 0.68 -3.15
H 3.14 0.14 -5.21
C -6.03 -2.31 0.05
H -3.44 -1.56 -3.52
H 0.49 2.22 3.87
C -1.86 3.81 0.84
N -3.94 -0.63 0.80
N -0.38 3.00 -0.85
H 1.32 -1.24 -4.25
H -0.59 -2.89 0.20
C 0.49 4.13 1.07
C 1.55 -1.64 2.36
C -0.79 4.29 1.58
C 5.91 1.91 2.32
C 1.55 -2.95 2.85
C -5.73 -1.18 -0.69
H 6.85 0.16 1.51
H 4.79 -0.69 0.47
C -4.39 0.92 -1.03
C -1.62 3.21 -0.39
H 1.63 3.29 -0.55
H 4.15 1.53 -1.30
N -1.38 -1.33 -0.89
H 2.00 -5.01 2.48
H -2.88 3.95 1.19
C 5.93 0.72 1.61
H 1.36 4.53 1.59
O 0.33 1.30 4.10
H 2.86 -2.28 -0.69
H 4.54 1.53 -3.71
H 0.65 -1.00 4.27
H -6.30 -0.92 -1.57
C 2.02 -1.38 1.06

The value obtained for the LUMO energy is -2.11 eV. The charge is +1. As for the HOMO energy: -10.459 eV. The calculation puts the HOMO-LUMO gap at 8.350 eV. For the energy above the lowest of the compared OMol25 structures with the same formula, charge and spin, the calculation gives 0.0 kcal/mol.

Atomic partial charges in e from the Mulliken method, atoms 1 to 2: 0.432, 0.788


# 2
DFT (ωB97M-V/def2-TZVPD) results for a molecular structure, CH4INS at a distorted geometry.

Cartesian coordinates (Å):
H -1.65 0.42 -1.10
H -0.32 1.05 -2.29
H -0.09 1.19 -0.37
H -0.18 -0.28 -1.10
N 2.09 -0.88 -0.21
I 3.87 0.39 0.11
C -0.68 0.66 -1.11
S 2.15 -2.36 0.00

Its spin multiplicity is 3. The value obtained for the LUMO energy (spin up / spin down) is -1.23 / -2.59 eV. The charge is 0. As for the HOMO energy (spin up / spin down): -8.484 / -9.982 eV. The calculation puts the HOMO-LUMO gap (spin up / spin down) at 7.257 / 7.390 eV. For the energy above the lowest of the compared OMol25 structures with the same formula, charge and spin, the calculation gives 32.0 kcal/mol.

Atomic partial charges in e from the Mulliken method, atoms 1 to 2: 0.358, 0.181


# 3
DFT (ωB97M-V/def2-TZVPD) results for 2 unconnected molecules or ions with the total composition C40H53N7O2 at a distorted geometry.

Cartesian coordinates (Å):
H -0.92 1.42 2.32
N -1.26 -1.27 0.17
H -0.41 -3.31 -0.16
C 3.03 -3.28 2.60
H 3.78 -2.50 2.48
H 2.02 -0.37 6.57
H 0.50 1.40 5.80
C 2.04 0.28 -5.99
N -0.47 4.79 -2.34
H -5.51 -0.98 -1.48
C -3.53 -1.03 -0.71
H -2.49 0.25 3.88
H -3.55 1.34 -2.14
H -3.14 6.58 -2.90
C 0.55 -0.50 3.03
C -0.81 1.57 3.41
H -0.24 -3.55 -2.64
H -0.48 -5.71 0.46
H -5.47 -3.31 -2.26
C -0.17 -0.67 -0.51
C 1.91 -1.47 4.74
H 4.49 1.11 -5.37
H 3.86 2.84 1.81
H 0.67 -4.18 3.84
C -0.05 -0.49 -1.86
H -0.44 -3.42 2.72
N -1.16 -1.19 1.49
C -3.50 0.39 -0.18
H 1.68 1.75 2.05
C -0.45 -4.40 -1.99
H 1.73 5.22 -1.24
C 1.56 1.68 -4.06
C -4.60 -2.89 -1.76
C 2.37 1.42 1.29
H 3.19 -4.02 1.82
H 3.21 -3.77 3.55
C -1.12 -3.97 -0.68
H -1.04 3.71 3.13
C 1.86 4.14 -1.13
H 0.99 0.55 -6.17
C 4.14 0.55 -0.66
C -4.63 -1.58 -1.33
H -0.43 3.26 4.71
H -2.94 1.95 3.69
C -1.69 5.10 -2.88
C 0.67 -0.21 0.52
C 1.61 -0.41 5.57
H -0.82 -0.83 -2.51
H -2.10 1.41 5.14
C -2.16 1.28 4.06
H 2.63 0.61 -6.84
C 3.60 2.03 1.15
C 0.76 0.60 5.14
C 0.57 -3.80 2.82
N 0.13 3.85 -2.85
C 2.90 -0.04 -0.55
H -4.18 1.46 1.59
H -2.44 0.63 0.00
C 1.98 2.38 -2.85
C 1.40 -1.53 3.46
H 2.64 -0.87 -1.18
H 5.45 2.07 0.09
C 1.61 -2.71 2.54
H 1.32 3.84 -0.23
N 2.49 0.93 -4.78
H -1.76 6.97 -1.98
H 2.54 -2.27 5.10
C 0.22 0.56 3.87
O 0.41 1.74 -4.47
H 0.64 3.21 3.32
C 4.49 1.60 0.18
H 4.84 0.19 -1.39
C -3.48 -3.67 -1.56
C 1.33 3.43 -2.33
H 4.19 -0.10 -4.11
H 2.92 3.95 -0.96
H 0.76 0.08 -2.28
H -1.86 -4.86 1.17
N -0.03 -0.57 1.71
H 2.11 -0.80 -5.89
H -1.10 -5.08 -2.55
O -2.24 4.34 -3.65
H 2.83 2.00 -2.31
C 1.98 0.39 0.42
N -2.27 6.28 -2.49
H -3.79 -0.23 1.89
H 0.69 -4.64 2.15
H -5.27 0.19 1.06
H -3.47 -4.70 -1.90
C -0.38 3.02 3.65
H 1.45 -2.34 1.52
H -2.07 -5.87 -0.25
C -4.04 1.42 -1.17
H -5.11 1.29 -1.32
H 0.48 -4.93 -1.81
C 3.92 0.89 -4.47
H -3.88 2.44 -0.81
C -1.40 -5.17 0.23
H 4.19 1.62 -3.72
C -4.22 0.46 1.17
C -2.37 -3.16 -0.93
C -2.40 -1.83 -0.51

The value obtained for the LUMO energy is -0.71 eV. The charge is 0. As for the HOMO energy: -5.987 eV. The calculation puts the HOMO-LUMO gap at 5.276 eV. For the energy above the lowest of the compared OMol25 structures with the same formula, charge and spin, the calculation gives 3.3 kcal/mol.

Atomic partial charges in e from the Mulliken method, atoms 1 to 2: -0.099, 2.182


# 4
DFT (ωB97M-V/def2-TZVPD) results for a single C12H13NO molecule at a distorted geometry.

Cartesian coordinates (Å):
H 1.39 2.18 -1.04
H -3.56 -1.29 0.21
C -1.09 -0.61 1.65
H -3.04 -0.64 -1.28
C -1.54 -0.61 0.19
C -2.96 -0.40 -0.20
H 3.57 0.16 1.89
N -1.26 2.76 0.02
C 2.71 1.31 0.36
C 1.38 -1.19 -0.49
H -0.21 1.13 -2.69
H -1.43 0.25 2.10
H 2.37 -2.07 1.17
H 0.02 -0.43 1.65
H -3.40 0.60 0.05
H -0.53 -0.75 -2.51
C 2.32 -1.07 0.66
H 3.23 2.17 0.53
C 1.75 1.31 -0.62
C -0.96 1.73 -0.36
H -1.36 -1.41 2.37
C -0.64 0.41 -0.57
H -1.33 -1.65 -0.25
C -0.19 0.21 -2.01
C 0.81 0.12 -0.89
O 1.02 -2.24 -0.97
C 2.93 0.03 1.03

The value obtained for the LUMO energy is -0.50 eV. The charge is 0. As for the HOMO energy: -9.269 eV. The calculation puts the HOMO-LUMO gap at 8.764 eV. For the energy above the lowest of the compared OMol25 structures with the same formula, charge and spin, the calculation gives 62.4 kcal/mol.

Atomic partial charges in e from the Mulliken method, atoms 1 to 2: 0.537, 0.368


- What is the energy above the lowest of the compared OMol25 structures with the same formula, charge and spin in the third record?
  3.3 kcal/mol